{"formula": "C13H28AgBrGeN4", "method": "ωB97M-V/def2-TZVPD", "relative_energy_kcal_mol": 0.00, "e_tot_ha": -5529.010847, "lumo_ev": 0.6, "homo_ev": -6.806, "elements": ["Ag", "N", "C", "C", "N", "C", "C", "N", "H", "H", "H", "H", "H", "H", "H", "H", "H", "H", "H", "H", "H", "Br", "C", "C", "C", "C", "N", "C", "H", "H", "H", "H", "C", "Ge", "C", "C", "C", "H", "H", "H", "H", "H", "H", "H", "H", "H", "H", "H"], "xyz": [[-0.51, -0.01, -0.07], [0.83, 1.94, -0.55], [2.15, 1.63, -1.10], [2.99, 0.87, -0.07], [2.35, -0.38, 0.31], [3.04, -1.58, -0.16], [2.94, -1.79, -1.68], [1.55, -1.88, -2.10], [0.27, 2.47, -1.21], [0.93, 2.53, 0.27], [2.70, 2.54, -1.39], [2.02, 1.03, -2.00], [3.10, 1.52, 0.81], [3.99, 0.68, -0.47], [2.24, -0.45, 1.31], [2.58, -2.44, 0.34], [4.11, -1.57, 0.10], [3.53, -2.69, -1.92], [3.40, -0.95, -2.19], [1.08, -2.67, -1.67], [1.47, -1.99, -3.10], [-5.15, 2.35, 2.93], [-4.24, 2.47, 1.28], [-4.91, 2.91, 0.14], [-4.19, 2.96, -1.04], [-2.86, 2.57, -1.03], [-2.22, 2.16, 0.06], [-2.90, 2.12, 1.20], [-5.95, 3.19, 0.19], [-4.66, 3.30, -1.95], [-2.28, 2.58, -1.95], [-2.37, 1.78, 2.08], [-3.63, -3.68, 2.17], [-2.09, -2.44, 1.89], [-0.44, -3.54, 1.94], [-2.03, -1.24, 3.46], [-2.18, -1.41, 0.24], [-3.54, -4.21, 3.12], [-3.69, -4.41, 1.37], [-4.56, -3.12, 2.18], [-0.37, -4.11, 2.87], [0.44, -2.89, 1.88], [-0.40, -4.24, 1.11], [-1.90, -1.79, 4.39], [-2.96, -0.66, 3.54], [-1.20, -0.53, 3.36], [-3.14, -0.89, 0.25], [-2.23, -2.13, -0.58]]}